(1)
The following is a quantum chemistry calculation of a structure of composition C13H27N6SSbSe4Ti at a distorted geometry, from OMol25.

Last column: natural (NBO) charge in e.
Element x y z (Å)
Ti: 0.93520 -0.14592 -0.27091  0.984
C: -1.42588 0.73401 3.48577  -0.710
C: -0.88195 0.08670 2.25216  0.241
N: 0.15641 0.58310 1.53912  -0.440
N: 0.82824 1.49735 2.38659  -0.529
C: 1.75047 2.26028 1.81283  0.386
N: 2.60030 2.89839 2.57692  -0.778
S: 1.65368 2.57161 0.10162  -0.280
C: -1.32596 -1.15579 1.64847  0.162
C: -2.12327 -2.08240 2.44525  -0.216
C: -2.26246 -3.33180 1.98026  -0.165
C: -1.66335 -3.75558 0.75491  -0.245
C: -0.83674 -2.80082 0.16710  0.065
N: -0.72299 -1.53943 0.51966  -0.554
H: -0.89560 0.36649 4.35076  0.272
H: -1.18009 1.85321 3.57915  0.259
H: -2.48301 0.46750 3.65120  0.236
H: 1.04967 1.02005 3.29891  0.424
H: 2.94971 2.31949 3.40456  0.429
H: 3.48421 3.28405 2.10393  0.418
H: -2.53285 -1.88291 3.44340  0.235
H: -2.73572 -4.06225 2.58912  0.218
H: -1.75989 -4.78431 0.31482  0.238
H: -0.28958 -3.14466 -0.65869  0.192
N: 0.77204 -1.65677 -2.15942  -0.914
C: 1.49637 -1.11975 -3.29075  -0.210
C: 2.88753 -0.79668 -2.83364  -0.254
N: 2.77719 0.14333 -1.73941  -0.880
H: 1.31917 -2.39368 -1.69709  0.426
H: -0.16743 -1.97546 -2.25108  0.388
H: 1.03106 -0.17400 -3.54722  0.188
H: 1.56268 -1.75986 -4.15027  0.200
H: 3.59222 -0.50449 -3.62157  0.203
H: 3.30503 -1.70696 -2.41162  0.250
H: 2.84113 1.11576 -2.05224  0.390
H: 3.54936 0.14086 -1.05882  0.411
Se: 2.19533 -0.25776 4.64740  -0.593
Se: 1.69233 -1.90402 3.13665  -0.027
Se: 2.68113 -1.19077 1.17373  -0.098
Se: 3.29685 -3.19021 -0.01756  -0.563
C: -1.06614 3.15193 -2.85947  -1.005
Sb: -1.18710 1.35383 -1.68646  1.125
C: -2.72209 0.39893 -2.70313  -1.038
C: -2.40130 2.37736 -0.22290  -0.928
H: -1.32407 4.06299 -2.40661  0.233
H: -1.65141 2.99872 -3.83754  0.232
H: -0.02469 3.44106 -3.22105  0.233
H: -3.54647 1.03262 -3.01007  0.240
H: -3.13589 -0.34063 -1.97799  0.235
H: -2.44100 -0.16660 -3.59928  0.235
H: -2.72457 1.66812 0.47295  0.217
H: -3.18275 2.84623 -0.74717  0.221
H: -1.71308 3.14953 0.19475  0.241

Cartesian forces, eV/Å:
Ti -1.212 0.723 -0.752
C 0.159 0.818 0.363
C 0.810 0.252 -2.322
N -1.134 0.384 2.173
N 0.182 -0.596 -1.108
C -1.448 0.227 -2.355
N 4.554 0.053 1.810
S 0.239 -0.645 0.619
C -1.327 -0.414 2.799
C 0.883 1.795 -0.584
C 0.269 -1.892 -1.521
C 0.286 0.693 0.540
C -1.723 -2.285 -0.236
N 0.881 1.237 0.349
H 0.327 -0.532 0.450
H -0.848 -1.572 -0.712
H 0.365 0.464 -0.273
H 0.435 0.329 0.306
H -1.047 0.886 -0.912
H -2.293 -0.613 0.589
H 0.379 0.482 -0.596
H -0.616 -0.497 0.352
H 0.213 1.257 0.738
H 0.782 -0.162 -1.013
N 1.016 0.031 1.735
C -0.105 0.681 -0.250
C 0.831 -0.859 0.305
N 0.404 1.682 1.250
H 0.091 -0.150 -0.158
H -0.575 0.000 -0.756
H -0.346 0.149 -0.510
H -0.278 -0.452 -0.505
H -0.459 0.260 -0.055
H 0.149 -0.199 0.114
H -0.452 -0.259 -0.175
H -0.130 -0.666 -0.448
Se 0.156 0.501 0.375
Se -0.426 -0.954 0.432
Se 1.485 -0.802 -0.457
Se -0.507 0.743 0.315
C 1.585 -0.751 -3.189
Sb 0.560 1.290 0.534
C -1.202 -1.374 -0.217
C 2.428 0.535 -0.666
H -1.083 0.915 1.037
H 0.618 0.310 1.531
H -0.940 -0.936 0.418
H -0.064 0.352 0.123
H 0.189 0.379 -0.487
H 0.282 0.107 0.236
H -0.605 -0.774 1.331
H -1.131 0.538 -0.555
H -0.606 -0.690 -0.012

HOMO-LUMO gap (spin up / spin down)   5.62 / 5.33 eV
Molecular weight   784.94 g/mol
ΔE to the lowest compared entry with this formula, charge and spin   35.9 kcal per mole
Spin multiplicity   3
Total energy   -324733.4529 eV
HOMO level (spin up / spin down)   -0.232 / -0.231 hartree


(2)
The following is a quantum chemistry calculation of a cluster of 2 separate species, C5H14 in total at a distorted geometry, from OMol25.

Last column: natural (NBO) charge in e.
Element x y z (Å)
C: -0.72275 0.37337 0.94812  -0.594
C: -1.40231 1.34667 -0.09343  -0.399
C: -1.86689 2.66247 0.72004  -0.632
H: -0.08220 -0.46129 0.48586  0.203
H: 0.10135 1.10693 1.31722  0.196
H: -1.28548 -0.02565 1.67747  0.192
H: -2.15159 0.88742 -0.77360  0.201
H: -0.48847 1.63330 -0.67003  0.195
H: -2.72964 3.16756 0.31325  0.211
H: -1.18910 3.48924 0.40661  0.213
H: -2.01662 2.47201 1.75126  0.209
C: 2.36100 -1.77865 -1.09677  -0.629
C: 1.22998 -2.47938 -0.45096  -0.634
H: 2.32702 -0.68381 -0.95556  0.207
H: 3.33641 -1.87373 -0.49846  0.215
H: 2.39465 -1.95621 -2.15168  0.218
H: 0.75502 -3.15080 -1.11818  0.209
H: 0.28700 -1.83228 -0.31277  0.198
H: 1.14262 -2.89716 0.50161  0.221

Cartesian forces, eV/Å:
C 4.340 2.340 -3.635
C 0.898 0.257 1.080
C 0.703 -0.096 -3.285
H -1.359 1.406 0.476
H -1.364 -1.507 0.306
H -2.138 -1.079 2.700
H 0.345 0.376 0.641
H -1.151 -0.042 -0.190
H -1.081 -0.639 -0.098
H 0.425 -0.711 1.259
H 0.243 0.110 0.969
C 2.295 1.854 2.395
C -4.048 1.610 -0.721
H -0.699 -0.147 -0.338
H -0.954 -0.857 -1.431
H 0.569 -0.327 -0.400
H 0.042 -1.346 -0.734
H 1.500 -0.257 -0.638
H 1.435 -0.943 1.644

HOMO-LUMO gap   11.63 eV
Molecular weight   74.17 g/mol
ΔE to the lowest compared entry with this formula, charge and spin   47.2 kcal per mole
Spin multiplicity   1
Total energy   -5410.0034 eV
HOMO level   -0.386 hartree
SMILES   CCC.CC


(3)
The following is a quantum chemistry calculation of the molecule C3H7NOS2 at a distorted geometry, from OMol25.

Last column: natural (NBO) charge in e.
Element x y z (Å)
C: 0.25567 -1.52270 -0.08689  -0.158
C: -0.48703 1.81698 0.56270  -0.616
C: -0.19234 1.30077 -0.77813  -0.523
N: -0.32742 -2.69022 0.12168  -0.805
O: 2.45237 -0.03678 0.04865  -0.979
S: 1.80809 -1.30943 0.54352  0.891
S: -0.81626 -0.35923 -1.10949  0.224
H: -1.44810 2.00930 0.85027  0.209
H: -0.23274 1.17556 1.40172  0.221
H: -0.06633 2.90155 0.65044  0.215
H: 0.83590 1.24723 -0.87994  0.266
H: -0.66688 1.92646 -1.47918  0.227
H: 0.11006 -3.61286 0.51031  0.424
H: -1.22498 -2.84662 -0.35565  0.406

Cartesian forces, eV/Å:
C 0.763 2.008 -0.579
C 1.956 2.275 1.703
C -0.995 -1.074 0.874
N -1.542 -3.831 0.325
O -0.220 -0.342 0.274
S -0.547 0.826 -0.764
S 1.040 -1.724 0.902
H -3.288 0.278 -0.307
H 1.169 -0.022 -0.084
H 0.008 -2.028 0.113
H 2.017 0.108 -0.665
H -0.381 0.548 -1.331
H -0.665 2.900 -1.078
H 0.686 0.078 0.619

HOMO-LUMO gap (spin up / spin down)   8.11 / 8.11 eV
Molecular weight   137.23 g/mol
ΔE to the lowest compared entry with this formula, charge and spin   62.3 kcal per mole
Spin multiplicity   1
Total energy   -28430.5414 eV
HOMO level (spin up / spin down)   -0.284 / -0.284 hartree


(4)
The following is a quantum chemistry calculation of the molecule C5H7N3O at a distorted geometry, from OMol25.

Last column: natural (NBO) charge in e.
Element x y z (Å)
O: -1.13047 1.28156 2.67412  -0.689
C: -0.78601 1.05309 1.37058  0.240
C: 0.29858 1.69893 0.51749  -0.287
N: 0.35911 0.28180 0.92670  -0.441
C: 0.21342 -0.75777 0.04349  0.176
N: 1.39537 -1.25906 -0.64001  -0.344
C: 0.99678 -1.50245 -1.78029  0.020
C: -0.40358 -1.13476 -1.98706  0.030
N: -0.91060 -0.63425 -0.97083  -0.389
H: -0.30179 1.35710 3.28789  0.482
H: -1.67595 0.72851 0.80983  0.195
H: 0.08651 1.77703 -0.47865  0.197
H: 1.04509 2.27887 0.98446  0.206
H: -0.01575 -1.60346 0.70681  0.228
H: 1.58014 -2.07108 -2.54985  0.189
H: -0.75083 -1.49406 -2.91470  0.189

Cartesian forces, eV/Å:
O 2.506 0.224 2.084
C 0.011 -0.777 -2.154
C -0.896 -2.067 2.413
N 0.908 2.166 2.372
C -1.040 -1.139 -0.204
N 0.957 1.074 2.450
C 0.543 -1.673 -3.130
C 1.732 -1.277 -1.155
N -0.379 0.410 1.820
H -2.086 -0.231 -1.898
H 0.200 0.657 0.381
H -0.543 0.979 -2.467
H 0.668 0.778 0.205
H -0.600 -0.297 -0.415
H -0.278 0.735 0.739
H -1.704 0.436 -1.040

HOMO-LUMO gap   9.74 eV
Molecular weight   125.13 g/mol
ΔE to the lowest compared entry with this formula, charge and spin   75.3 kcal per mole
Spin multiplicity   1
Total energy   -11813.1248 eV
HOMO level   -0.347 hartree
SMILES   O[C@H]1CN1C1N=CC=N1


(5)
The following is a quantum chemistry calculation of a structure of composition C28H23Cl5N4O2Se2Tc, from OMol25.

Last column: natural (NBO) charge in e.
Element x y z (Å)
Tc: -0.48297 0.45111 -0.40003  0.489
C: 1.76103 4.22828 2.92215  -0.217
C: 0.92883 4.49532 1.84418  -0.219
C: 0.74850 3.54927 0.84749  -0.160
C: 1.40759 2.32759 0.92883  0.179
C: 2.24014 2.05652 2.01351  -0.266
C: 2.41578 3.00704 3.00499  -0.201
N: 1.19520 1.33697 -0.07723  -0.470
C: 2.32381 0.62177 -0.49875  0.089
C: 3.61203 1.13540 -0.65373  -0.209
C: 4.64280 0.27948 -0.98813  -0.230
C: 4.40848 -1.08808 -1.16326  -0.204
C: 3.13998 -1.61525 -1.02767  -0.267
C: 2.08968 -0.75564 -0.70656  0.179
N: 0.76759 -1.04760 -0.48273  -0.391
N: 0.41897 -2.26935 0.14155  -0.310
C: -0.97371 -2.46104 0.04985  0.404
C: -1.54643 -3.70780 0.25957  -0.261
C: -2.91863 -3.81471 0.14727  -0.131
C: -3.67555 -2.69693 -0.18609  -0.266
C: -3.03207 -1.49246 -0.37515  0.086
N: -1.70321 -1.37574 -0.23767  -0.467
H: 1.89671 4.97009 3.69844  0.213
H: 0.40997 5.44205 1.77527  0.219
H: 0.08053 3.74283 0.02172  0.230
H: 2.74527 1.09945 2.07376  0.218
H: 3.05984 2.78829 3.84719  0.213
H: 3.78947 2.19220 -0.50260  0.226
H: 5.64375 0.66968 -1.11341  0.215
H: 5.23363 -1.73889 -1.42176  0.214
H: 2.94894 -2.66793 -1.17904  0.226
H: -0.91835 -4.55942 0.47620  0.240
H: -3.39736 -4.77241 0.30230  0.225
H: -4.74918 -2.75204 -0.28909  0.232
H: -3.54960 -0.57034 -0.60294  0.242
Cl: -0.51582 -0.13496 2.20575  0.155
C: 0.69265 -1.36961 2.44724  0.030
C: 0.94370 -2.34459 1.47495  0.088
C: 1.81553 -3.38582 1.79042  -0.046
Cl: 2.05641 -4.65784 0.65908  0.069
C: 2.46892 -3.42551 3.02295  -0.079
Cl: 3.54358 -4.71056 3.38632  0.080
C: 2.25058 -2.41386 3.95261  -0.071
Cl: 3.07026 -2.44292 5.46000  0.079
C: 1.34717 -1.38624 3.67230  -0.113
Cl: 1.04083 -0.17311 4.84370  0.085
O: -4.28025 2.93613 -4.33049  -0.728
C: -3.15667 3.72155 -3.95694  -0.046
C: -2.32236 2.96422 -2.91407  -0.153
C: -1.14561 3.85271 -2.51264  -0.065
O: -1.50558 4.97981 -1.72663  -0.719
C: -3.24369 2.62151 -1.74228  -0.538
Se: -2.45528 2.01125 -0.06357  -0.158
C: -1.80838 1.69017 -3.59886  -0.560
Se: -0.35322 0.65313 -2.78916  0.119
H: -4.78737 3.41884 -4.98869  0.473
H: -3.49739 4.67568 -3.53197  0.151
H: -2.53005 3.93604 -4.83256  0.162
H: -0.60008 4.16435 -3.41420  0.162
H: -0.45463 3.27119 -1.90671  0.207
H: -2.03629 5.57778 -2.26002  0.460
H: -3.93740 1.85059 -2.07235  0.221
H: -3.84850 3.48820 -1.47155  0.220
H: -1.36863 1.94992 -4.56594  0.218
H: -2.65324 1.03541 -3.80382  0.230

Cartesian forces, eV/Å:
Tc -0.524 0.676 -0.280
C -0.010 0.063 0.027
C 0.007 -0.026 0.002
C 0.036 -0.063 0.060
C -0.066 -0.053 -0.072
C 0.012 0.049 0.035
C 0.019 -0.032 -0.003
N 0.307 0.234 0.195
C 0.068 -0.092 -0.068
C -0.072 0.013 -0.032
C 0.013 -0.030 -0.008
C 0.059 0.025 -0.018
C 0.022 0.004 0.006
C -0.047 0.182 0.064
N 0.176 -0.353 -0.160
N -0.042 0.037 0.085
C -0.049 0.008 -0.032
C -0.033 0.065 -0.025
C -0.019 -0.021 0.004
C -0.006 0.030 -0.005
C 0.110 -0.114 0.017
N -0.222 0.009 0.076
H 0.003 -0.002 0.008
H -0.001 0.014 -0.001
H -0.016 0.028 -0.007
H 0.001 0.001 -0.005
H -0.001 0.008 0.011
H 0.013 0.006 0.005
H 0.009 0.013 -0.004
H -0.004 -0.017 0.000
H -0.010 -0.037 0.004
H 0.027 -0.002 0.009
H -0.010 -0.008 -0.006
H -0.007 -0.015 0.005
H -0.028 -0.019 -0.003
Cl 0.127 -0.154 0.059
C -0.126 0.116 -0.009
C 0.097 -0.119 0.051
C -0.012 0.071 0.066
Cl -0.005 0.011 -0.031
C -0.035 0.021 -0.065
Cl 0.012 -0.001 0.010
C 0.006 0.014 0.052
Cl -0.013 0.005 -0.026
C 0.088 -0.096 -0.006
Cl -0.007 0.018 0.012
O -0.022 -0.008 -0.035
C 0.037 0.021 0.019
C 0.030 -0.097 -0.049
C 0.038 0.022 -0.010
O -0.040 0.029 -0.015
C -0.054 0.210 -0.069
Se 0.152 -0.548 -0.124
C 0.007 0.109 -0.059
Se -0.085 -0.223 0.200
H -0.004 -0.017 0.009
H 0.008 -0.004 0.011
H 0.006 0.009 0.030
H -0.011 -0.015 -0.003
H -0.032 -0.011 -0.010
H 0.020 0.040 0.013
H -0.006 0.003 0.046
H 0.092 0.040 -0.007
H -0.041 0.030 0.000
H 0.060 -0.058 0.059

HOMO-LUMO gap (spin up / spin down)   6.11 / 6.25 eV
Molecular weight   880.70 g/mol
ΔE to the lowest compared entry with this formula, charge and spin   17.6 kcal per mole
Spin multiplicity   2
Total energy   -234967.7635 eV
HOMO level (spin up / spin down)   -0.255 / -0.248 hartree


(6)
The following is a quantum chemistry calculation of the molecule C2H2FN3O at a distorted geometry, from OMol25.

Last column: natural (NBO) charge in e.
Element x y z (Å)
O: -0.97096 -0.05251 -0.65405  -0.605
C: 0.21842 0.40455 -0.55689  0.524
N: 0.73681 1.55860 -0.50313  -0.389
N: 2.04900 1.43879 -0.12392  0.046
N: 2.33760 0.30286 0.24841  -0.190
C: 1.28097 -0.59382 0.04958  0.211
F: 1.81029 -1.76094 -0.38413  -0.304
H: -1.56975 0.72531 -0.49835  0.505
H: 0.76259 -0.88828 1.07835  0.201

Cartesian forces, eV/Å:
O -2.927 1.508 -0.170
C 3.558 -2.445 0.679
N -2.588 0.868 -0.859
N 1.216 0.503 0.620
N 1.970 0.027 0.334
C -1.621 -0.434 2.686
F -0.706 -0.025 -1.048
H 0.131 -0.949 -0.505
H 0.967 0.947 -1.736

HOMO-LUMO gap   9.93 eV
Molecular weight   103.06 g/mol
ΔE to the lowest compared entry with this formula, charge and spin   48.1 kcal per mole
Spin multiplicity   1
Total energy   -11338.4504 eV
HOMO level   -0.383 hartree
SMILES   OC1=NN=N[C@@H]1F